[1]
This record from OMol25 describes a structure of composition C30H34F3IrN6O8S2 at a distorted geometry. The level of theory is wB97M-V/def2-TZVPD.

Properties
DFT total energy = -3294.2194 hartree
2S+1 = 1
molecular weight = 920.0 g/mol
ΔE to the lowest compared entry with this formula, charge and spin = 395.9 kJ/mol

```
84
Properties=species:S:1:pos:R:3:forces:R:3:mulliken_charge:R:1
Ir 0.27626 -1.47398 -0.93678 -5.645 0.524 2.762 3.71
C 1.03796 4.69574 4.73265 -0.013 -0.011 0.084 -0.79
O -0.35565 4.81118 4.50352 0.047 -0.019 -0.026 -0.46
C -1.09132 3.66783 4.53522 0.049 -0.015 0.014 0.77
C -0.55274 2.38741 4.54874 0.059 -0.294 -0.059 -0.21
C -1.39702 1.27880 4.59810 -0.024 0.012 0.200 -0.39
C -2.78102 1.43350 4.67913 0.260 0.040 -0.483 -0.28
C -3.29973 2.72908 4.67880 -0.146 -0.037 -0.064 -0.14
C -2.47100 3.82905 4.58077 -0.243 0.110 -0.002 -0.77
N -3.69609 0.36719 4.94743 0.739 -0.792 0.440 -0.54
N -3.49058 -0.83213 4.62859 -1.088 0.709 -0.323 -0.47
C -2.67663 -1.27766 3.56818 0.619 0.037 -0.152 -0.12
C -2.08907 -2.52107 3.72439 0.026 0.225 0.333 -0.38
C -1.23750 -3.09022 2.77981 0.196 -0.366 -0.082 -1.00
C -0.98683 -2.44838 1.57673 0.019 0.053 0.126 0.67
O -0.32219 -2.96086 0.59450 0.785 0.095 -1.370 -0.85
C -1.57483 -1.17036 1.39943 -0.293 0.109 0.005 0.25
N -1.28905 -0.57355 0.21760 1.413 0.401 -0.673 -0.35
C -1.90673 0.52787 -0.14809 0.099 -0.117 -0.125 -0.75
C -2.91180 1.08543 0.65562 -0.097 -0.133 0.164 -1.29
C -3.19593 0.52247 1.87521 0.026 0.172 -0.219 -0.62
C -2.47788 -0.60950 2.32053 -0.199 0.169 0.071 0.47
H 1.41745 5.70952 4.80577 0.010 0.048 -0.005 0.23
H 1.54449 4.18461 3.91395 0.029 -0.042 -0.051 0.24
H 1.24238 4.16224 5.66430 -0.026 0.017 0.014 0.37
H 0.52117 2.23556 4.52840 -0.125 -0.023 0.027 0.47
H -0.96732 0.28432 4.63603 0.032 0.083 -0.044 0.43
H -4.37487 2.85214 4.76548 0.091 0.025 0.021 0.46
H -2.86829 4.83800 4.57603 -0.014 -0.092 0.018 0.44
H -2.27616 -3.02670 4.66640 0.018 -0.061 -0.101 0.44
H -0.75405 -4.04562 2.94723 -0.137 0.021 0.046 0.54
H -1.59975 0.95780 -1.09782 -0.097 -0.052 0.267 0.86
H -3.45877 1.94920 0.30072 0.029 -0.041 0.004 0.55
H -4.00203 0.92339 2.47451 0.091 0.031 0.040 0.66
O -1.46161 -2.28055 -1.77710 1.084 0.159 -0.218 -0.83
N -1.13552 -3.51943 -2.23870 -0.189 -0.261 0.113 0.39
C -1.82946 -4.58014 -1.77931 -0.138 0.286 0.149 -0.17
C -1.60560 -5.83175 -2.28477 -0.135 0.004 0.055 -0.89
C -0.63415 -5.99409 -3.27289 0.192 0.158 -0.121 -0.21
C 0.10854 -4.90747 -3.67998 -0.149 -0.386 -0.022 -0.91
C -0.12226 -3.64413 -3.13109 0.139 0.728 -0.075 0.79
S 0.76247 -2.22216 -3.46936 0.713 -0.533 -0.475 -0.48
H -2.55174 -4.35281 -1.00828 0.047 0.037 -0.045 0.47
H -2.18174 -6.66459 -1.90827 0.023 0.040 -0.001 0.42
H -0.45376 -6.97231 -3.70395 0.024 0.078 0.048 0.39
H 0.89163 -4.99388 -4.42000 -0.011 0.008 0.068 0.46
C 2.96149 0.28997 -1.77204 0.011 -0.073 -0.251 -1.18
N 2.26438 0.75192 -2.97209 -0.293 -0.226 0.043 0.57
C 3.07121 0.83649 -4.18863 -0.085 0.073 0.090 -0.55
C 2.42054 1.80932 -5.14754 -0.052 -0.066 0.121 -0.77
C 1.03794 1.28741 -5.46346 -0.003 0.073 0.070 -0.64
N 0.31549 0.95934 -4.24004 -0.142 -0.001 0.219 0.38
C -1.11885 0.73166 -4.39942 0.245 0.062 -0.012 -1.07
C 0.91311 0.68101 -3.05486 0.185 0.164 -0.544 -0.78
O 0.17027 0.42196 -2.05703 0.849 -0.772 0.195 -0.31
H 3.25507 -0.75904 -1.87264 -0.185 0.215 -0.108 0.57
H 2.33775 0.40891 -0.89668 -0.083 0.105 0.130 -0.12
H 3.86474 0.88675 -1.63861 -0.035 0.045 -0.030 0.42
H 3.17374 -0.15026 -4.65197 0.004 -0.062 0.048 0.29
H 4.06418 1.17616 -3.90244 0.035 -0.001 0.068 0.39
H 3.00559 1.90873 -6.05994 0.006 -0.007 -0.031 0.37
H 2.35013 2.78769 -4.66951 0.037 0.057 -0.035 0.29
H 1.10993 0.39538 -6.09314 -0.074 -0.057 -0.008 0.34
H 0.46000 2.03490 -6.00758 -0.070 0.008 -0.022 0.38
H -1.28927 0.11597 -5.28344 0.045 -0.007 -0.016 0.39
H -1.64937 1.67913 -4.51651 0.025 0.030 -0.022 0.28
H -1.50008 0.20566 -3.53623 -0.043 -0.113 0.085 0.18
C 1.14363 4.00533 0.86238 0.047 0.028 0.011 -1.11
C 0.43369 2.88289 0.13690 0.131 -0.215 0.231 0.04
O 0.83582 1.59182 0.59909 -0.047 0.254 0.015 -0.06
H 0.89477 4.96982 0.41097 0.019 -0.043 0.070 0.42
H 2.22532 3.86160 0.81847 -0.046 0.030 -0.006 0.34
H 0.83617 4.03028 1.90966 -0.006 0.052 -0.023 0.04
H 0.67865 2.90133 -0.92251 0.008 -0.075 -0.111 0.10
H -0.64877 3.00998 0.23360 -0.076 -0.043 -0.025 0.20
H 0.60864 1.49529 1.53306 0.011 0.074 -0.089 0.09
F 4.46489 -1.83962 -0.53220 0.270 -0.256 0.210 -0.21
C 4.11381 -2.80886 0.33092 -0.274 0.185 0.113 0.46
F 4.69761 -2.56280 1.50361 0.220 0.050 -0.059 -0.22
F 4.55092 -3.97529 -0.13900 0.161 0.089 0.025 -0.22
S 2.29240 -2.88559 0.53868 0.704 -0.393 -0.876 1.15
O 1.89911 -1.46788 0.79316 -0.192 -0.007 -0.758 -0.76
O 2.15992 -3.83194 1.59511 -0.176 0.138 0.369 -0.58
O 1.87378 -3.27441 -0.81549 0.778 -0.418 0.581 -0.70
```
Forces are in eV/Å.

=====

[2]
This record from OMol25 describes a structure of composition C30H34KN4O7P2Se2 at a distorted geometry. The level of theory is wB97M-V/def2-TZVPD.

Properties
DFT total energy = -7995.1056 hartree
2S+1 = 1
molecular weight = 821.6 g/mol
total charge = -1

```
80
Properties=species:S:1:pos:R:3:forces:R:3:mulliken_charge:R:1
K -0.71458 1.30118 -0.09058 -0.468 -0.163 -0.637 0.79
Se 1.68967 2.57076 2.30643 0.060 1.883 -0.002 -0.02
Se 0.41851 4.41522 3.24775 0.423 -0.437 -0.972 -0.13
C -0.71763 4.77868 1.68546 0.466 -0.198 -0.086 0.22
C -2.09118 4.81881 1.88002 0.402 0.104 -0.601 -0.24
C -2.91053 4.97015 0.77898 -0.896 -0.438 -0.605 -0.38
C -2.30054 5.04323 -0.45982 0.119 0.073 -1.675 -0.12
C -0.91427 5.04321 -0.55911 0.396 0.000 0.343 -0.34
N -0.11156 4.91217 0.50536 -0.316 -0.060 0.477 -0.49
C 0.85100 1.22796 3.26417 -0.701 -0.640 -0.013 -0.06
C 0.39346 1.20581 4.50938 0.995 -0.265 -0.262 -1.08
C 0.63017 -1.27504 5.37711 -0.755 1.145 -0.700 0.23
C 0.19497 -2.45846 4.58673 -0.302 -0.202 -0.665 -0.69
C -0.43757 -2.11741 3.45991 0.111 0.282 0.642 -1.55
N 0.47110 0.07362 2.47512 -0.959 0.772 1.442 1.30
H -2.50223 4.65248 2.83541 -0.363 -0.129 1.015 0.41
H -4.01737 4.88125 0.84219 1.017 0.165 0.038 0.35
H -2.81325 5.02156 -1.44340 -0.157 0.094 1.094 0.27
H -0.38933 5.12397 -1.52155 -0.442 -0.098 0.379 0.38
H 0.53890 1.95901 5.25617 0.004 0.326 0.087 0.47
H 0.38754 -1.35948 6.41123 -0.172 -0.189 0.860 0.75
H 0.48391 -3.46497 4.89620 -0.255 0.208 -0.175 0.34
H -0.81899 -2.86049 2.77406 -0.102 0.267 -0.295 0.65
C -1.35911 -2.80902 -3.14255 0.317 0.924 -0.001 -1.27
C -0.42597 -1.99425 -4.00429 0.242 0.161 -1.125 1.42
C -0.63307 -1.97767 -5.40644 0.121 0.047 1.181 -0.96
C 0.13750 -1.18817 -6.23676 0.386 0.745 0.466 -0.70
C 1.16299 -0.39740 -5.73303 0.231 -0.439 1.702 -1.06
C 1.45771 -0.43539 -4.33586 -0.582 -0.700 -1.092 1.33
C 2.67943 0.17137 -3.72589 -0.167 0.910 0.731 -1.41
C 0.62517 -1.18876 -3.49833 0.123 -0.622 -0.216 -0.68
N 0.86068 -1.12788 -2.08956 -0.149 -0.832 0.429 0.64
C 1.52097 -2.01374 -1.46167 0.031 0.344 0.002 0.24
C 2.38531 -3.11399 -2.03908 0.998 0.852 -0.009 -1.70
C 1.51204 -1.96849 0.06174 -0.391 -0.870 -0.132 1.31
C 1.35286 -3.32037 0.76582 0.446 0.842 -0.365 -1.60
N 1.53747 -0.85926 0.64846 -0.371 1.115 -0.657 -0.32
C 1.53499 -0.69698 2.02922 1.142 -1.294 -0.761 -2.06
C 2.57874 -1.18009 2.72133 0.983 0.091 0.374 2.70
C 3.84404 -1.64840 2.00235 -0.118 0.082 0.851 -2.20
C 2.82394 -1.03532 4.15685 1.479 0.687 -0.043 -0.74
C 2.05236 -0.99856 5.23419 1.788 -0.670 1.696 -1.00
C -0.21956 -0.11468 4.75087 -0.536 -0.532 0.647 -0.68
C -0.57125 -0.58672 3.34689 -0.779 -1.045 0.018 1.81
C -1.93586 -0.03824 2.92841 -0.342 -1.497 0.640 -1.68
H -2.19776 -3.13411 -3.76799 0.306 -0.428 0.351 0.41
H -1.75456 -2.11795 -2.40610 -0.274 0.184 0.171 0.25
H -0.83903 -3.58157 -2.57244 -0.134 -0.412 -0.345 0.20
H -1.46880 -2.53326 -5.82997 0.176 0.057 0.195 0.29
H -0.10730 -1.08223 -7.26710 -0.183 -0.163 -0.705 0.41
H 1.75812 0.24099 -6.37400 0.019 -0.044 -0.069 0.37
H 3.06499 0.97493 -4.35085 0.101 0.048 -0.053 0.47
H 3.49195 -0.55747 -3.57689 -0.270 0.105 0.000 0.23
H 2.41441 0.60999 -2.72628 0.381 -0.350 -0.806 0.20
H 2.48813 -2.97712 -3.12125 -0.133 -0.242 0.220 0.42
H 2.04614 -4.09715 -1.78142 -0.437 -0.604 -0.090 0.38
H 3.40848 -3.04780 -1.57605 -0.777 0.118 -0.388 0.35
H 0.62847 -3.86395 0.18553 -0.434 -0.485 -0.041 0.43
H 1.04818 -3.19075 1.80181 0.010 -0.047 -0.187 0.21
H 2.28561 -3.88086 0.75437 0.132 -0.054 -0.065 0.26
H 3.81988 -1.41215 0.95123 0.224 -0.035 -0.237 0.43
H 4.12992 -2.68200 2.17662 -0.541 -0.516 -0.243 0.28
H 4.68361 -1.16314 2.50427 0.038 0.504 -0.319 0.60
H 3.91733 -0.89094 4.36014 -1.021 -0.120 -0.063 0.22
H 2.58441 -0.89423 6.21548 -0.316 0.130 -1.021 0.28
H -1.08180 -0.00489 5.39256 -0.644 -0.149 -0.089 0.67
H -1.91960 1.01758 3.14921 -0.196 0.534 -0.667 0.31
H -2.73441 -0.45929 3.58182 0.559 0.128 -0.319 0.39
H -2.19417 -0.35906 1.91305 0.036 0.648 0.034 0.44
O -5.03281 3.29323 -1.69615 -0.360 -0.197 -0.643 -0.59
P -4.27197 1.87253 -1.40250 -0.263 -2.150 1.127 0.68
O -5.23103 0.72659 -1.29989 0.057 1.003 -0.152 -0.79
O -3.31251 2.03794 -0.24715 0.128 0.784 -0.650 -0.47
O -3.55295 1.76847 -2.84578 0.163 0.620 -0.174 -0.14
P -2.22934 0.98093 -3.32786 -0.609 -0.732 1.567 0.81
O -1.10559 2.17572 -3.21809 0.084 -0.890 1.591 -0.42
O -2.45303 0.61816 -4.73525 0.382 -0.017 -0.660 -0.77
O -1.88233 0.00866 -2.24249 0.283 0.349 -0.156 -0.73
H -5.49624 3.11098 -2.54680 0.294 0.406 0.857 0.29
H -1.14600 2.55203 -4.06365 0.262 1.215 -1.995 0.22
```
Forces are in eV/Å.

=====

[3]
This record from OMol25 describes the molecule C30H34N4O4 at a distorted geometry. The level of theory is wB97M-V/def2-TZVPD.

Properties
DFT total energy = -1683.3880 hartree
2S+1 = 1
molecular weight = 514.6 g/mol
ΔE to the lowest compared entry with this formula, charge and spin = 793.2 kJ/mol

```
72
Properties=species:S:1:pos:R:3:forces:R:3:mulliken_charge:R:1
C -6.04804 4.42463 -1.48716 -0.118 0.290 -1.125 -0.95
N -5.71160 3.66506 -0.34120 1.007 0.816 0.616 0.26
C -6.79822 3.25036 0.46633 -0.566 -0.786 0.723 -0.99
C -4.43961 3.05458 -0.21354 -1.041 -0.428 -0.157 -0.25
C -3.37780 3.73415 0.32340 1.621 0.034 0.442 -0.48
C -2.14613 3.07172 0.59990 -1.128 1.007 0.110 -0.45
C -1.97319 1.70947 0.42564 -0.899 -1.599 -0.884 0.45
C -0.65051 0.94285 0.90253 -1.021 3.575 -0.836 0.82
C -0.37026 -0.11174 -0.08515 1.752 -0.673 0.438 -1.05
C 0.75748 -0.87105 -0.03397 -0.875 -0.992 -0.495 -0.82
N 0.94526 -2.12295 -0.58956 -1.271 0.932 -0.399 0.47
C 2.19119 -2.83464 -0.51092 0.780 -0.458 -0.832 -0.13
C 3.32191 -2.20461 -1.38486 0.217 0.137 -0.363 -0.59
C 4.65697 -2.93589 -1.25706 -0.103 0.017 0.078 0.53
C 5.33520 -2.90764 -0.02687 -0.226 -0.133 -0.456 -0.26
C 6.47845 -3.67971 0.15843 0.265 -0.104 -0.200 -0.66
C 6.97205 -4.47348 -0.89028 -0.722 0.314 -0.099 -0.45
C 6.30208 -4.48233 -2.12700 0.420 0.059 0.257 -0.55
C 5.17717 -3.68905 -2.32475 -0.386 0.234 0.532 -0.34
C 1.81852 -4.24040 -1.04915 1.062 0.083 1.093 0.22
O 2.54068 -5.23567 -0.97700 -1.159 1.208 -0.478 -0.73
N 0.56941 -4.13209 -1.55436 0.200 -1.217 -0.381 0.25
C -0.04671 -5.28312 -2.21660 0.118 0.484 0.243 -1.01
C -0.13056 -2.87505 -1.33570 0.936 0.296 0.236 0.30
C -0.47312 -2.25083 -2.69502 -0.169 -0.272 0.167 -1.55
C -1.40184 -3.11555 -0.50780 0.173 -0.175 -0.377 -1.51
O 0.32448 2.11637 0.82276 0.941 -1.031 0.232 -0.52
C 0.61162 2.80633 1.94253 0.178 0.335 0.422 0.61
C 1.75958 3.66346 1.89945 -1.402 -0.096 0.867 -0.78
C 1.93890 4.59911 2.91921 -0.174 -0.815 -0.335 -0.28
C 1.10511 4.62145 4.05861 -0.513 -1.492 -1.635 -0.21
N 1.41652 5.54694 5.08155 1.349 2.890 2.084 0.92
O 0.75324 5.62268 6.14208 0.977 -0.636 -2.304 -0.59
O 2.40684 6.30852 4.85688 -2.176 -1.595 0.691 -0.60
C 0.03692 3.71059 4.13892 0.686 -0.237 -0.911 -0.70
C -0.21389 2.79615 3.09864 0.860 0.702 0.147 0.07
C -3.01789 1.07386 -0.34657 -0.817 0.491 0.693 -0.63
C -4.26791 1.73281 -0.59987 2.255 -1.290 0.249 -0.52
H -5.14338 4.81248 -2.00643 -0.592 -0.255 0.412 0.29
H -6.61985 3.79739 -2.21034 0.151 0.410 -0.005 0.29
H -6.69283 5.27733 -1.20178 0.252 -0.227 -0.204 0.31
H -6.43360 2.83357 1.43260 -0.257 0.296 -0.641 0.26
H -7.46537 4.10626 0.68578 0.259 -0.320 -0.051 0.33
H -7.41252 2.46926 -0.03225 -0.012 0.157 0.248 0.32
H -3.47688 4.79979 0.57706 0.032 -0.571 -0.178 0.40
H -1.35659 3.70957 0.96519 -0.024 -0.165 0.210 0.43
H -0.58184 0.73588 1.99930 -0.556 -0.654 -1.180 0.58
H -1.03189 -0.26429 -0.90481 -0.594 -0.091 0.108 0.30
H 1.61677 -0.50429 0.48488 0.411 -0.076 0.799 0.67
H 2.57089 -2.91568 0.50765 -0.169 -0.074 0.160 0.51
H 2.99992 -2.22568 -2.45124 0.125 0.161 0.647 0.25
H 3.44753 -1.13996 -1.07634 -0.176 -0.630 -0.231 0.41
H 4.93925 -2.27696 0.77854 0.213 -0.320 -0.225 0.35
H 6.98963 -3.66287 1.12630 -0.143 -0.025 -0.397 0.36
H 7.85801 -5.08216 -0.74287 -0.119 0.050 -0.021 0.37
H 6.66480 -5.11481 -2.94166 -0.043 0.262 0.279 0.35
H 4.66392 -3.65456 -3.29436 0.220 -0.181 0.433 0.30
H 0.73312 -6.03782 -2.37537 -0.263 0.256 0.102 0.37
H -0.84780 -5.68886 -1.59629 0.029 -0.133 -0.085 0.30
H -0.45638 -4.95469 -3.17055 -0.033 -0.187 -0.083 0.33
H 0.39804 -2.26654 -3.35661 -0.136 0.061 0.113 0.32
H -1.28143 -2.86514 -3.12617 0.317 0.409 -0.087 0.49
H -0.82923 -1.22804 -2.57987 -0.013 -0.081 -0.137 0.34
H -1.20415 -3.84973 0.27768 -0.046 0.180 -0.024 0.40
H -1.75925 -2.18638 -0.07648 -0.076 -0.022 0.085 0.31
H -2.17060 -3.50884 -1.19138 0.146 0.071 0.386 0.42
H 2.43347 3.58037 1.05740 -0.100 0.209 -0.023 0.43
H 2.74228 5.30825 2.83479 0.158 0.039 0.162 0.47
H -0.61565 3.69998 4.97805 -0.264 0.123 0.658 0.48
H -1.03942 2.09133 3.19002 0.114 0.496 -0.007 0.32
H -2.94249 0.04710 -0.74985 0.062 0.615 0.639 0.23
H -5.04877 1.15346 -1.09312 0.099 0.346 0.084 0.41
```
Forces are in eV/Å.